31
Properties=species:S:1:pos:R:3 method="wB97M-V/def2-TZVPD" e_lumo_ev="0.5 / 0.5" de_lowest_kcal_mol=109.2 spin_multiplicity=1 orbital_gap_ha="0.277 / 0.277" total_charge=0 e_homo_ev="-6.9874 / -6.9869"
C 1.422 -1.268 -0.259
C -0.522 1.874 -0.406
C 2.211 -0.279 0.353
C 1.474 -2.660 0.302
C 0.991 -1.144 -1.687
C -0.931 3.350 -0.281
H -1.178 1.375 -1.118
H 0.496 1.814 -0.793
H 2.636 0.474 -0.308
H 2.921 -0.630 1.101
H 1.452 0.538 1.087
H 1.500 -2.658 1.392
H 0.633 -3.275 -0.020
H 2.393 -3.144 -0.050
H 1.745 -1.614 -2.332
H 0.045 -1.655 -1.872
H 0.890 -0.105 -1.996
H -1.956 3.441 0.083
H -0.872 3.851 -1.249
H -0.276 3.871 0.419
C -1.167 -0.963 0.610
C -2.394 -0.763 -0.251
C -0.571 1.189 0.935
N 0.518 1.303 1.694
H 0.350 0.947 2.634
H -1.543 1.181 1.420
H -1.378 -0.977 1.680
H -0.723 -1.921 0.387
H -2.954 0.138 0.011
H -2.125 -0.677 -1.310
H -3.086 -1.612 -0.177

13
Properties=species:S:1:pos:R:3 method="wB97M-V/def2-TZVPD" e_lumo_ev=1.1 de_lowest_kcal_mol=38.5 spin_multiplicity=1 orbital_gap_ha=0.359 total_charge=0 e_homo_ev=-8.6729
C -1.531 0.570 -0.103
C -0.672 -0.666 0.233
N 0.742 -0.660 -0.164
C 1.500 0.517 0.114
H -2.746 0.225 -0.120
H -1.462 1.531 0.663
H -1.120 0.991 -1.198
H -0.694 -0.909 1.334
H -1.166 -1.471 -0.343
H 0.940 -0.820 -1.136
H 1.234 1.420 -0.565
H 1.471 0.837 1.178
H 2.560 0.287 -0.127

66
Properties=species:S:1:pos:R:3 method="wB97M-V/def2-TZVPD" e_lumo_ev=-3.3 spin_multiplicity=1 orbital_gap_ha=0.291 total_charge=+1 e_homo_ev=-11.2007
C -2.994 -3.319 2.862
C -2.743 -2.102 1.940
P -1.891 -2.713 0.419
C -3.231 -3.234 -0.733
C -1.085 -1.188 -0.417
S -0.664 -1.949 -2.090
C -2.248 -0.175 -0.577
N -1.920 1.167 0.013
P -3.172 2.492 -0.469
O -3.975 2.686 0.921
O -4.134 1.514 -1.315
C -0.524 1.596 -0.441
O -0.420 2.919 -0.127
Br -0.434 1.535 -2.401
C 0.487 0.710 0.301
C 1.870 0.841 -0.370
C 2.506 2.216 -0.573
C 3.761 2.026 -1.467
C 3.356 2.018 -2.924
O 4.490 2.083 -3.747
C 4.132 2.296 -5.086
C 0.616 1.085 1.853
F -0.309 0.332 2.532
F 1.864 0.785 2.294
C 0.332 2.523 2.420
F 0.657 2.468 3.736
F 1.080 3.497 1.866
F -0.998 2.811 2.366
N 0.066 -0.718 0.289
C 1.108 -1.709 0.516
C 1.531 -2.159 1.931
C 0.465 -2.737 2.836
O 2.480 -3.195 1.676
H -2.483 -3.221 3.810
H -4.055 -3.493 2.976
H -2.595 -4.216 2.393
H -3.732 -1.739 1.654
H -2.217 -1.302 2.444
H -3.608 -2.444 -1.375
H -2.778 -3.974 -1.376
H -4.045 -3.690 -0.180
H -1.290 -1.152 -2.964
H -3.136 -0.498 -0.044
H -2.586 -0.078 -1.594
H -1.905 1.056 1.031
H -3.743 2.099 1.650
H -4.874 2.008 -1.684
H -0.151 3.458 -0.874
H 2.591 0.297 0.223
H 1.859 0.285 -1.302
H 2.887 2.605 0.361
H 1.905 2.942 -1.103
H 4.441 2.859 -1.343
H 4.237 1.081 -1.230
H 2.764 1.129 -3.171
H 2.707 2.874 -3.148
H 5.002 2.173 -5.717
H 3.377 1.582 -5.421
H 3.738 3.302 -5.244
H 0.771 -2.638 0.063
H 2.039 -1.554 -0.017
H 2.109 -1.432 2.489
H -0.044 -3.567 2.359
H -0.241 -2.020 3.236
H 0.986 -3.164 3.688
H 2.007 -3.973 1.376

2
Properties=species:S:1:pos:R:3 method="wB97M-V/def2-TZVPD" e_lumo_ev=-8.9 de_lowest_kcal_mol=2.5 spin_multiplicity=1 orbital_gap_ha=0.237 total_charge=+1 e_homo_ev=-15.3442
Hg 1.356 -0.013 -0.026
I -1.356 0.013 0.026